{
  "formula": "C3H2N2",
  "method": "ωB97M-V/def2-TZVPD",
  "species": ["N", "N", "C", "C", "C", "H", "H"],
  "coordinates": [[1.315, 1.326, 1.013], [-0.962, -0.863, -1.084], [0.523, 0.495, 0.576], [-1.640, -1.029, -0.002], [-0.500, -0.087, 0.092], [2.152, 1.003, 1.487], [-0.888, -0.846, -2.081]],
  "homo_ev": -8.693,
  "e_tot_ha": -224.8262,
  "spin_multiplicity": 1,
  "homo_lumo_gap_ev": 9.35,
  "lumo_ha": 0.024,
  "relative_energy_ev": 4.654
}